[1]
# C58H57Cl2F3N2O3S

C58H57Cl2F3N2O3S as an isolated structure (ωB97M-V with the def2-TZVPD basis set, OMol25).

Structure (XYZ):
```
126
C58H57Cl2F3N2O3S ωB97M-V with the def2-TZVPD basis set
H 2.8823 -6.2469 0.0768
C -4.7293 6.2189 1.9196
H 3.0140 -1.0163 -1.3385
C -3.2251 7.4533 -3.4053
C -1.2441 6.4727 -1.7312
C 9.8042 -4.6734 -0.4549
C 10.8039 -2.5030 -0.1811
H -9.5474 -2.3661 -1.3337
H -7.7866 -1.4283 3.5232
C -3.2375 2.3308 -0.6590
H -13.9041 -0.1458 -0.6217
C 4.8160 1.8499 -1.2830
H -8.3020 -0.6997 1.4312
H 2.8538 -3.8561 -0.5451
H -1.8600 7.0444 -5.0089
H -8.2819 1.4220 4.2397
O -6.6136 4.8332 2.4764
F -3.3945 6.2133 2.0653
C -6.6479 0.8745 5.4022
C -2.0383 2.2561 -0.0902
H -7.2381 4.9851 1.7597
C -11.7722 0.0885 -0.6363
H -2.6119 6.8633 -0.1315
O -6.3057 2.0003 5.6488
C 4.4956 0.5146 -1.0825
C 3.2625 0.0266 -1.4917
H -4.3214 4.4369 0.0625
C 5.5019 -7.2292 -4.6906
H -0.0897 6.1824 -3.5170
H 8.3579 -1.7715 2.1821
Cl -3.4048 2.9635 -2.2608
C -6.7689 0.7415 1.2733
H 5.6108 -5.0675 -1.4951
H 5.2099 -0.1461 -0.6075
H -4.7161 4.2001 2.6349
H -0.8101 3.0049 -1.6816
C 9.6896 -3.3281 -0.1345
C -7.9283 0.1390 2.0112
C -5.3114 4.7972 1.9457
C -6.5486 2.0773 1.2100
H -9.6295 0.0264 -0.7317
H 1.3829 0.4948 -2.4115
C 6.8659 -0.2681 1.8625
C 6.6999 -7.0535 -4.0125
H 6.1773 -5.5258 2.7086
C 4.3427 -6.6304 -4.2173
C -3.4385 7.4053 -2.0343
C 8.1215 -0.7164 2.2429
S -4.5888 -1.8978 -0.2730
C 3.5781 -4.2205 0.1729
H 10.0527 -0.1617 2.9942
Cl -1.9175 1.6355 1.5208
H -0.2723 3.3809 -0.0128
H -3.9960 7.8403 -4.0591
H 3.4077 -6.7696 -4.7446
C 5.5806 -5.6755 -2.3900
H -7.2602 2.7250 1.6979
H 8.9331 -5.3151 -0.4125
O -5.9747 -0.2049 5.8694
C 2.6678 2.2105 -2.3004
H 5.7780 2.2289 -0.9623
H 6.1299 -0.9750 1.5020
H -11.6440 -3.6534 -1.5676
H 4.4798 -2.2977 0.4666
H 13.1097 -4.7734 -1.1743
C -10.5492 -0.5357 -0.8379
H 7.6040 -7.5208 -4.3811
C 11.0356 -5.1942 -0.8270
C -1.0307 6.5216 -3.1015
C -11.6798 -2.6033 -1.3085
H -5.0869 0.0978 6.1047
C 7.5010 1.9856 2.3969
H 12.9051 -2.3813 -0.5947
C 6.7387 -6.2778 -2.8620
H 7.6735 -6.1414 -2.3336
C 8.7614 1.5386 2.7724
C -12.9498 -0.6327 -0.7749
H 5.4717 -7.8322 -5.5890
C 5.4453 -5.1594 2.0006
C -7.8345 0.4917 4.5693
N -3.9110 -0.4817 -0.5652
C 4.4946 -3.3463 0.7389
H -0.4704 6.0952 -1.0769
H -6.0561 4.5844 -0.0402
H -11.8079 1.1375 -0.3712
N -5.8870 -1.4410 0.5557
H 6.1510 -3.1374 2.0880
H 8.7273 -2.9220 0.1508
F -5.2378 6.9806 2.8830
C 2.3469 0.8752 -2.0977
C 5.4314 -3.8168 1.6493
C -4.6945 0.4440 -0.0093
C 3.9031 2.6972 -1.8952
C -4.4710 1.8477 -0.0148
H 3.4798 -5.3824 -2.7010
C 3.5935 -5.5637 0.5223
C -5.4049 2.6598 0.5719
C 4.3833 -5.8524 -3.0685
C 6.5526 1.0803 1.9418
H 7.2595 3.0389 2.4571
H 9.5027 2.2445 3.1239
C 4.5238 -6.0322 1.4386
H -8.6829 0.9081 2.1423
H -0.0658 1.7730 -0.6173
C -10.5022 -1.8811 -1.1752
C -2.4492 6.9073 -1.1978
H -4.3738 7.7559 -1.6185
C -12.9033 -1.9789 -1.1097
H 1.9547 2.8731 -2.7748
H -8.5310 -0.0356 5.2182
C -5.2454 4.1594 0.5585
C 12.0349 -3.0237 -0.5554
C 12.1502 -4.3684 -0.8800
H 11.1271 -6.2438 -1.0752
H 4.5344 -7.0795 1.7108
H 5.5692 1.4242 1.6474
H -13.8215 -2.5418 -1.2157
C -7.4443 -0.4096 3.3766
C 9.0720 0.1873 2.6973
H 10.7109 -1.4545 0.0733
F -5.0098 6.8418 0.7477
C -0.7235 2.6391 -0.6688
C -2.0239 7.0075 -3.9396
H -6.3601 -0.4744 3.3501
C -5.8341 -0.1099 0.6326
H 4.1542 3.7377 -2.0561
```

[2]
9
Properties=species:S:1:pos:R:3 method="wB97M-V/def2-TZVPD" relative_energy_kcal_mol=61.11
S -1.4370 0.2680 0.3960
N -1.0248 1.0212 -0.8502
C 1.6652 -0.0677 0.5243
S 1.2610 -1.6634 0.0910
H -1.3000 1.1339 -1.8146
O -0.1863 -1.7202 -0.0712
H 1.0704 0.9040 0.4277
O -2.8207 0.0321 0.6176
H 2.7723 0.0921 0.6793

| no. | strongest force on any atom (eV/Å) | HOMO level (eV) |
| --- | --- | --- |
| 1 | 0.72 | -8.965 |
| 2 | 4.73 | -10.022 |